Entry 1:
DFT (ωB97M-V/def2-TZVPD) results for a structure of composition C13H25NO20S4 in a non-equilibrium geometry.

LUMO level = 0.03 eV
E_tot = -3662.48583 a.u.

Structure (ORCA input):
```
! RIJCOSX wB97M-V def2-TZVPD def2/J DEFGRID3
* xyz 0 1
C 0.494 -0.978 -0.274
N 0.976 -2.147 -1.044
O 0.297 -3.162 -1.044
O 2.037 -2.021 -1.610
H -0.514 -1.105 0.096
H 0.494 -0.097 -0.901
H 1.243 -0.905 0.512
O 3.392 0.858 5.648
C 3.135 0.138 4.731
O 1.934 -0.496 4.641
C 1.843 -1.279 3.428
C 2.958 -0.760 2.526
C 3.976 -0.240 3.530
H 0.848 -1.129 3.018
H 2.000 -2.308 3.755
H 2.635 0.052 1.874
H 3.377 -1.525 1.871
H 4.556 0.615 3.192
H 4.681 -1.004 3.869
C -3.683 2.292 2.630
C -3.000 3.512 1.999
O -1.606 3.201 2.182
S -1.394 1.687 1.780
O -0.347 1.141 2.570
O -1.352 1.544 0.359
O -2.823 1.192 2.346
H -4.676 2.104 2.228
H -3.757 2.454 3.705
H -3.181 4.450 2.514
H -3.207 3.645 0.936
C -4.027 -1.605 -0.142
C -2.904 -2.446 0.485
O -3.502 -3.564 1.146
S -4.949 -3.070 1.638
O -4.817 -2.175 2.742
O -5.822 -4.184 1.737
O -5.249 -2.249 0.293
H -4.006 -1.662 -1.225
H -4.051 -0.576 0.207
H -2.262 -1.933 1.209
H -2.175 -2.855 -0.217
C 2.992 3.007 -1.886
C 2.545 2.061 -0.763
O 3.353 0.872 -0.867
S 4.266 0.939 -2.210
O 3.536 0.422 -3.319
O 5.582 0.476 -1.952
O 4.281 2.534 -2.250
H 3.100 4.026 -1.525
H 2.301 2.983 -2.729
H 1.496 1.783 -0.828
H 2.718 2.488 0.226
C 0.371 -1.337 -4.885
C -0.792 -0.617 -5.636
O -0.813 0.688 -5.046
S -0.560 0.499 -3.480
O -1.734 -0.046 -2.885
O 0.056 1.642 -2.898
O 0.582 -0.592 -3.688
H 1.290 -1.290 -5.464
H 0.129 -2.370 -4.648
H -1.756 -1.108 -5.530
H -0.518 -0.472 -6.676
*
```

---

Entry 2:
DFT (ωB97M-V/def2-TZVPD) results for a cluster of 5 separate species, C13H25O15 in total in a non-equilibrium geometry.

LUMO level = 2.57 eV
E_tot = -1638.94405 a.u.

Structure (ORCA input):
```
! RIJCOSX wB97M-V def2-TZVPD def2/J DEFGRID3
* xyz -1 1
O -19.686 6.028 2.841
C -20.745 6.813 2.785
O -20.986 7.317 1.675
O -21.367 7.203 3.796
H -19.442 6.096 1.915
C -21.559 5.926 -2.268
O -20.243 5.686 -1.684
C -19.532 6.748 -1.249
O -19.894 7.895 -1.146
O -18.334 6.304 -0.833
C -17.427 7.058 -0.075
H -21.805 4.914 -2.591
H -21.527 6.512 -3.187
H -22.298 6.378 -1.607
H -17.527 8.072 -0.460
H -16.434 6.631 -0.209
H -17.722 7.015 0.973
C -24.315 6.715 1.798
O -25.261 7.125 0.851
C -24.843 7.870 -0.149
O -23.719 8.425 -0.336
O -25.775 7.954 -1.162
C -27.024 7.249 -1.255
H -23.627 6.063 1.261
H -24.965 6.122 2.441
H -23.786 7.502 2.337
H -26.707 6.226 -1.455
H -27.821 7.571 -1.925
H -27.529 7.246 -0.289
C -20.340 3.474 5.297
O -20.338 2.081 4.800
C -21.477 1.445 4.303
O -22.508 1.995 3.968
O -21.201 0.236 4.009
C -22.242 -0.691 3.592
H -19.330 3.884 5.324
H -20.790 3.536 6.287
H -20.784 4.214 4.632
H -21.722 -1.636 3.434
H -22.728 -0.475 2.641
H -22.947 -0.757 4.421
C -20.965 7.532 9.533
O -19.760 7.141 8.858
C -19.723 7.063 7.577
O -20.552 7.559 6.843
O -18.550 6.502 7.206
C -18.287 6.311 5.780
H -20.938 7.302 10.599
H -21.948 7.298 9.126
H -20.993 8.613 9.401
H -18.443 7.274 5.294
H -18.955 5.623 5.262
H -17.320 5.881 5.521
*
```

---

The calculation returns the following HOMO level values, one per record and in order: -0.372, -0.141 Eh.
The calculation returns the following relative energy (zero: lowest compared OMol25 entry of this formula, charge and spin) values, one per record and in order: 0.0, 82.4 kJ/mol.